Record 1
Below is C25H31ClN2OOs as an isolated structure in a non-equilibrium geometry, with properties calculated with ωB97M-V/def2-TZVPD.

## Properties
* LUMO level (spin up / spin down): -0.2058 / -0.3559 hartree
* ⟨S²⟩: 6.05
* relative energy (zero: lowest compared OMol25 entry of this formula, charge and spin): 3.34 kcal per mole
* HOMO level (spin up / spin down): -11.86 / -14.20 eV
* gap between HOMO and LUMO (spin up / spin down): 6.3 / 4.5 eV

Structure (ORCA input):
```
! wB97M-V def2-TZVPD RIJCOSX def2/J DEFGRID3
* xyz 2 5
C -0.23 0.49 -7.20
C 1.16 1.05 -7.59
C -0.45 -0.86 -7.92
C -1.32 1.48 -7.63
Cl -0.30 0.24 -5.46
H -0.41 -0.73 -9.02
H -1.43 -1.28 -7.67
H 0.32 -1.59 -7.64
H 1.23 1.21 -8.68
H 1.96 0.35 -7.30
H 1.34 2.01 -7.09
H -1.29 1.65 -8.73
H -1.18 2.46 -7.14
H -2.32 1.11 -7.38
C 1.11 -1.59 0.69
C 0.44 -2.50 -0.17
C 0.65 -2.03 -1.51
H -0.16 -3.34 0.17
C 1.67 -1.01 -1.45
C 1.94 -0.74 -0.11
H 2.53 0.09 0.28
H 1.16 -1.72 1.77
H 0.33 -2.56 -2.41
H 2.09 -0.46 -2.31
C -2.60 0.75 0.11
C -2.42 -0.47 0.86
C -2.53 -1.56 -0.04
H -2.44 -0.59 1.95
C -2.52 -1.02 -1.37
C -2.67 0.41 -1.24
H -2.74 1.13 -2.07
H -2.54 1.77 0.49
H -2.51 -2.61 0.25
H -2.62 -1.59 -2.29
Os -0.66 -0.79 -0.41
C 0.21 1.16 6.23
N -0.30 1.22 4.89
N 0.41 0.72 3.86
C -0.26 0.99 2.68
O 0.22 0.65 1.57
C -1.41 1.72 3.08
C -1.39 1.88 4.43
C -2.36 2.60 5.29
C 1.56 -0.13 3.98
C 1.52 -1.27 4.79
C 2.65 -2.07 4.90
C 3.80 -1.77 4.17
C 3.82 -0.66 3.31
C 2.69 0.14 3.20
H -0.49 1.76 6.80
H 1.22 1.56 6.29
H 0.21 0.12 6.58
H -2.15 2.08 2.37
H -2.83 1.95 6.03
H -1.91 3.45 5.79
H -3.13 2.97 4.61
H 0.60 -1.49 5.33
H 2.63 -2.92 5.57
H 4.69 -2.39 4.26
H 4.70 -0.42 2.72
H 2.66 1.00 2.53
*
```

***

Record 2
Below is C25H31ClO13P2PdS2Se as an isolated structure, with properties calculated with ωB97M-V/def2-TZVPD.

## Properties
* LUMO level: -0.0652 hartree
* relative energy (zero: lowest compared OMol25 entry of this formula, charge and spin): 0.00 kcal per mole
* HOMO level: -8.54 eV
* gap between HOMO and LUMO: 6.8 eV

Structure (ORCA input):
```
! wB97M-V def2-TZVPD RIJCOSX def2/J DEFGRID3
* xyz 0 1
Pd 1.28 0.36 -0.34
O -0.57 1.17 -0.09
S -2.04 1.14 -0.53
C -2.16 0.51 -2.23
C -2.11 -1.01 -2.33
C -3.23 -1.74 -1.57
C -2.72 -3.06 -1.01
S -1.59 -2.72 0.40
O -2.20 -1.56 1.15
C -1.95 -4.20 1.32
C -2.85 -4.17 2.37
C -3.09 -5.34 3.08
C -2.43 -6.52 2.73
C -1.51 -6.52 1.69
C -1.26 -5.36 0.98
C -2.33 2.85 -0.94
C -1.35 3.60 -1.56
C -1.62 4.93 -1.87
C -2.86 5.48 -1.55
C -3.83 4.71 -0.92
C -3.57 3.39 -0.60
H -1.35 0.99 -2.79
H -3.11 0.92 -2.56
H -1.14 -1.35 -1.98
H -2.15 -1.26 -3.39
H -4.08 -1.94 -2.22
H -3.59 -1.14 -0.74
H -2.09 -3.60 -1.73
H -3.52 -3.71 -0.66
H -3.34 -3.24 2.62
H -3.79 -5.34 3.90
H -2.62 -7.42 3.29
H -0.99 -7.43 1.43
H -0.53 -5.33 0.18
H -0.38 3.17 -1.80
H -0.87 5.53 -2.35
H -3.07 6.51 -1.79
H -4.79 5.15 -0.66
H -4.30 2.78 -0.09
C 5.31 1.89 -0.38
C 4.33 1.84 -1.53
O 4.85 2.41 -2.72
P 3.79 0.13 -1.89
O 4.93 -0.88 -2.16
O 2.89 0.23 -3.16
O 3.10 -0.27 -0.57
P 2.70 2.68 -1.13
O 3.12 4.22 -1.01
O 1.79 2.46 -2.29
O 2.15 2.21 0.22
H 6.24 1.38 -0.66
H 4.90 1.42 0.51
H 5.55 2.93 -0.15
H 4.94 3.36 -2.59
H 4.47 -1.77 -2.18
H 2.37 1.08 -3.14
H 3.17 4.52 -0.10
O 0.45 -3.74 -1.82
Se 1.60 -2.78 -1.21
O 2.85 -2.57 -2.22
O 0.67 -1.27 -1.16
O 2.04 -3.08 0.31
Cl 3.66 0.72 2.84
C 2.01 1.12 3.17
C 1.75 2.12 4.09
C 0.43 2.43 4.39
C -0.62 1.75 3.79
C -0.35 0.76 2.86
C 0.97 0.44 2.53
C 1.19 -0.61 1.56
H 2.57 2.63 4.57
H 0.23 3.21 5.11
H -1.65 1.99 4.05
H -1.15 0.20 2.38
H 0.33 -1.23 1.34
H 2.14 -1.12 1.50
*
```

***

Record 3
Below is C25H31GdN6O10P2S as an isolated structure in a non-equilibrium geometry, with properties calculated with ωB97M-V/def2-TZVPD.

## Properties
* LUMO level (spin up / spin down): 0.1561 / 0.1034 hartree
* ⟨S²⟩: 16.03
* relative energy (zero: lowest compared OMol25 entry of this formula, charge and spin): 84.62 kcal per mole
* HOMO level (spin up / spin down): -2.12 / -2.03 eV
* gap between HOMO and LUMO (spin up / spin down): 6.4 / 4.8 eV

Structure (ORCA input):
```
! wB97M-V def2-TZVPD RIJCOSX def2/J DEFGRID3
* xyz -2 8
Gd 0.02 0.00 0.07
N 1.14 0.13 -2.34
C 0.92 1.50 -2.88
C -0.55 1.85 -2.63
O -1.23 2.24 -3.59
N -0.93 1.62 -1.36
C -2.35 1.32 -1.20
C -2.47 -0.20 -0.89
O -3.84 -0.66 -1.10
O -1.51 -0.92 -1.41
H 1.92 -0.32 -2.79
H 0.31 -0.44 -2.54
H 1.09 1.57 -3.95
H 1.57 2.20 -2.36
H -2.88 1.47 -2.14
H -2.83 1.92 -0.43
C 2.67 2.53 3.35
P 2.40 1.82 1.68
C 2.52 3.33 0.61
C 4.16 1.25 1.43
C 4.33 0.40 0.16
P 2.91 -0.79 0.06
C 3.61 -1.96 -1.17
C 3.27 -1.73 1.60
H 3.69 2.92 3.44
H 2.52 1.75 4.10
H 1.94 3.32 3.54
H 3.20 4.06 1.06
H 1.53 3.77 0.49
H 2.90 3.04 -0.37
H 4.43 0.66 2.31
H 4.82 2.13 1.43
H 5.29 -0.13 0.15
H 4.29 1.03 -0.73
H 4.54 -2.38 -0.80
H 3.81 -1.44 -2.11
H 2.88 -2.75 -1.35
H 4.35 -1.87 1.73
H 2.79 -2.71 1.53
H 2.85 -1.23 2.47
O -1.02 -5.64 2.49
C -0.58 -4.60 2.08
C -0.01 -4.33 0.71
O 0.23 -5.17 -0.14
C 0.27 -2.89 0.65
C 0.00 -2.28 1.91
O 0.24 -1.05 2.14
C -0.47 -3.30 2.86
O -0.67 -3.17 4.05
O 0.76 -2.23 -0.32
N -2.11 0.59 7.99
C -1.93 1.07 6.67
C -1.01 0.44 5.83
C -0.82 0.90 4.54
C -1.55 2.00 4.09
C -2.47 2.62 4.91
C -2.64 2.17 6.21
S -1.36 2.50 2.40
O 0.00 2.98 2.26
O -2.37 3.49 2.11
N -1.44 1.13 1.57
C -2.65 0.47 1.58
N -3.63 0.76 2.37
C -4.85 0.17 2.06
C -5.08 -0.69 1.06
C -3.93 -1.15 0.24
N -2.66 -0.55 0.64
H -1.89 -0.39 8.09
H -3.03 0.78 8.36
H -0.49 -0.45 6.16
H -0.17 0.36 3.86
H -3.06 3.44 4.51
H -3.37 2.64 6.86
H -5.67 0.48 2.70
H -6.07 -1.07 0.84
H -3.86 -2.24 0.24
*
```

***

Record 4
Below is C25H31GeO4Ru as an isolated structure in a non-equilibrium geometry, with properties calculated with ωB97M-V/def2-TZVPD.

## Properties
* LUMO level: -0.3634 hartree
* relative energy (zero: lowest compared OMol25 entry of this formula, charge and spin): 0.00 kcal per mole
* HOMO level: -16.19 eV
* gap between HOMO and LUMO: 6.3 eV

Structure (ORCA input):
```
! wB97M-V def2-TZVPD RIJCOSX def2/J DEFGRID3
* xyz 3 1
Ru 1.52 -0.02 0.24
C 3.10 -1.41 2.24
C 2.43 -0.31 3.04
O 1.29 0.13 2.25
C 0.66 1.38 2.65
C -0.38 1.72 1.59
O 0.16 1.60 0.23
C 0.86 2.75 -0.33
C 2.30 2.84 0.14
O 2.85 1.51 0.04
C 4.16 1.26 0.64
C 4.42 -0.23 0.48
O 3.27 -1.04 0.85
H 2.46 -2.29 2.21
H 4.06 -1.68 2.67
H 3.08 0.56 3.21
H 2.07 -0.68 4.00
H 1.44 2.14 2.75
H 0.18 1.23 3.62
H -0.77 2.73 1.72
H -1.20 1.01 1.62
H 0.30 3.65 -0.10
H 0.82 2.59 -1.41
H 2.39 3.19 1.17
H 2.87 3.51 -0.50
H 4.13 1.59 1.68
H 4.90 1.85 0.10
H 5.28 -0.54 1.07
H 4.61 -0.47 -0.57
C 1.29 -0.20 -2.45
Ge -0.46 -0.55 -1.68
C -0.13 -1.74 -0.22
C 0.88 -2.71 -0.36
C 1.02 -3.73 0.58
C 0.16 -3.79 1.66
C -0.83 -2.82 1.84
C -0.98 -1.82 0.91
C -2.04 0.30 -2.18
C -1.87 1.51 -2.85
C -2.95 2.34 -3.13
C -4.21 1.94 -2.76
C -4.45 0.70 -2.12
C -5.77 0.28 -1.81
C -6.00 -0.95 -1.27
C -4.92 -1.82 -1.04
C -3.63 -1.45 -1.32
C -3.36 -0.17 -1.84
H 1.61 -1.10 -2.98
H 2.11 0.02 -1.72
H 1.27 0.63 -3.15
H 1.54 -2.71 -1.22
H 1.78 -4.49 0.44
H 0.25 -4.60 2.38
H -1.51 -2.88 2.69
H -1.80 -1.11 1.01
H -0.88 1.82 -3.17
H -2.80 3.27 -3.66
H -5.06 2.57 -2.98
H -6.59 0.95 -2.03
H -7.00 -1.27 -1.05
H -5.12 -2.82 -0.65
H -2.83 -2.17 -1.19
*
```

***

Record 5
Below is C25H31IO3Tl as an isolated structure in a non-equilibrium geometry, with properties calculated with ωB97M-V/def2-TZVPD.

## Properties
* LUMO level: -0.5229 hartree
* HOMO level: -16.90 eV
* gap between HOMO and LUMO: 2.7 eV

Structure (ORCA input):
```
! wB97M-V def2-TZVPD RIJCOSX def2/J DEFGRID3
* xyz 3 1
C -4.08 -4.17 2.12
C -3.15 -3.39 1.10
C -2.10 -4.04 0.29
C -1.18 -3.25 -0.69
C -1.30 -1.78 -0.89
C -0.36 -0.98 -1.88
C 1.16 -1.00 -1.39
C 1.52 -1.48 0.08
C 0.94 -0.57 1.27
C 0.31 -1.54 2.35
O 0.07 0.50 0.83
C -0.68 1.07 1.91
C -1.42 2.33 1.31
C -0.72 3.49 0.65
C -1.40 4.65 0.05
C -2.88 4.69 0.11
C -3.63 3.54 0.77
C -2.92 2.38 1.37
C 1.73 -2.21 -2.29
O 1.93 -3.35 -2.00
O 1.90 -1.58 -3.56
C 1.90 -0.12 -3.48
C 2.17 0.09 -1.94
C 2.24 1.54 -1.32
C 3.41 1.54 -0.25
C 4.87 1.49 -0.92
I 3.43 3.24 1.11
C -2.36 -1.13 -0.08
C -3.28 -1.91 0.91
H -3.39 -4.83 2.73
H -4.87 -4.77 1.57
H -4.51 -3.42 2.83
H -1.94 -5.14 0.39
H -0.44 -3.88 -1.26
H -0.53 -1.40 -2.91
H -0.72 0.09 -1.85
H 2.65 -1.44 0.14
H 1.24 -2.54 0.29
H 1.83 -0.08 1.77
H 0.92 -2.49 2.41
H -0.74 -1.86 2.07
H 0.32 -1.10 3.39
H -1.53 0.40 2.27
H -0.05 1.41 2.78
H 0.39 3.45 0.57
H -0.76 5.44 -0.43
H -3.41 5.56 -0.36
H -4.75 3.62 0.77
H -3.55 1.56 1.81
H 2.71 0.40 -4.06
H 0.95 0.39 -3.83
H 3.18 -0.42 -1.81
H 2.58 2.23 -2.15
H 1.27 1.95 -0.95
H 3.37 0.60 0.39
H 5.60 1.07 -0.15
H 4.91 0.78 -1.80
H 5.20 2.52 -1.22
H -2.54 -0.02 -0.12
H -4.07 -1.35 1.49
Tl 4.55 5.19 -0.31
*
```

***

Record 6
Below is one molecule with the formula C25H31N3O8 in a non-equilibrium geometry, with properties calculated with ωB97M-V/def2-TZVPD.

## Properties
* LUMO level: -0.0139 hartree
* relative energy (zero: lowest compared OMol25 entry of this formula, charge and spin): 0.95 kcal per mole
* HOMO level: -8.19 eV
* gap between HOMO and LUMO: 7.8 eV

Structure (ORCA input):
```
! wB97M-V def2-TZVPD RIJCOSX def2/J DEFGRID3
* xyz 0 1
C 1.56 0.89 -5.15
C 2.47 0.14 -4.19
O 2.00 0.15 -2.85
C 1.16 -0.83 -2.41
C 0.46 -1.69 -3.26
C -0.40 -2.65 -2.76
C -0.60 -2.78 -1.40
C 0.09 -1.94 -0.55
C 0.98 -0.98 -1.02
O 1.58 -0.21 -0.05
C 2.93 0.18 -0.20
C 3.87 -1.01 -0.37
H 3.73 -1.71 0.44
H 4.90 -0.66 -0.37
H 3.68 -1.52 -1.31
H 3.04 0.88 -1.04
H 3.15 0.71 0.73
H -0.03 -2.01 0.52
C -1.57 -3.80 -0.86
H -1.36 -4.00 0.19
H -1.47 -4.74 -1.42
C -3.02 -3.30 -1.00
N -3.22 -2.10 -0.22
C -3.95 -2.08 0.90
O -4.62 -3.00 1.31
C -3.93 -0.74 1.66
H -3.66 -0.96 2.70
H -4.94 -0.31 1.63
O -3.06 0.23 1.12
C -1.80 0.25 1.58
O -1.38 -0.52 2.42
C -0.98 1.28 0.89
C -1.11 1.37 -0.48
C -0.25 2.16 -1.23
C 0.77 2.87 -0.59
C 0.91 2.79 0.77
C 0.02 2.03 1.56
N 0.12 2.05 2.91
C 1.36 2.34 3.61
H 2.21 2.25 2.93
C 1.52 1.31 4.74
O 0.43 1.34 5.63
C -0.77 1.04 4.95
H -1.56 1.10 5.69
C -1.00 2.05 3.82
H -1.93 1.84 3.29
H -1.08 3.05 4.27
H -0.72 0.03 4.53
H 2.41 1.54 5.33
H 1.62 0.31 4.30
H 1.33 3.35 4.03
H 1.68 3.37 1.24
H 1.44 3.47 -1.19
N -0.39 2.23 -2.64
O -1.18 1.47 -3.17
O 0.28 3.05 -3.24
H -1.87 0.80 -1.00
H -2.65 -1.31 -0.47
H -3.71 -4.05 -0.61
H -3.24 -3.09 -2.05
H -0.91 -3.30 -3.45
H 0.58 -1.60 -4.32
H 2.63 -0.90 -4.52
H 3.44 0.64 -4.14
H 1.48 1.93 -4.85
H 1.98 0.84 -6.15
H 0.56 0.46 -5.17
*
```

***

Record 7
Below is C25H31N3OP2Sn as an isolated structure in a non-equilibrium geometry, with properties calculated with ωB97M-V/def2-TZVPD.

## Properties
* LUMO level (spin up / spin down): -0.2842 / -0.2893 hartree
* relative energy (zero: lowest compared OMol25 entry of this formula, charge and spin): 0.00 kcal per mole
* HOMO level (spin up / spin down): -12.52 / -12.51 eV
* gap between HOMO and LUMO (spin up / spin down): 4.8 / 4.6 eV

Structure (ORCA input):
```
! wB97M-V def2-TZVPD RIJCOSX def2/J DEFGRID3
* xyz 2 1
C -1.45 2.81 -3.28
C -1.10 1.49 -3.00
C 0.16 1.03 -3.48
C 1.21 2.00 -3.77
C 0.85 3.36 -3.84
C -0.47 3.75 -3.65
C 2.52 1.51 -3.84
C 2.80 0.17 -3.53
C 1.67 -0.71 -3.30
C 1.88 -1.97 -2.67
C 3.17 -2.48 -2.63
C 4.28 -1.65 -2.91
C 4.10 -0.34 -3.31
H -2.48 3.12 -3.17
H 1.65 4.09 -4.04
H -0.76 4.79 -3.77
H 3.34 2.19 -4.05
H 3.32 -3.52 -2.35
H 5.28 -2.06 -2.79
H 4.95 0.34 -3.46
N 0.42 -0.29 -3.57
Sn 1.38 0.26 1.31
C -1.97 0.55 -2.17
H -1.73 -0.49 -2.43
H -3.04 0.74 -2.39
C 0.71 -2.64 -1.97
H -0.23 -2.37 -2.47
H 0.86 -3.73 -1.96
P -1.73 0.70 -0.34
P 0.53 -2.11 -0.17
C 1.87 -3.14 0.54
H 1.91 -3.00 1.63
H 1.64 -4.20 0.32
H 2.84 -2.87 0.11
C -0.94 -3.12 0.30
H -0.64 -4.17 0.39
H -1.34 -2.77 1.27
H -1.72 -3.03 -0.46
C -2.02 2.43 0.04
H -3.04 2.75 -0.23
H -1.88 2.60 1.11
H -1.31 3.06 -0.51
C -3.05 -0.25 0.48
H -2.87 -0.33 1.56
H -4.02 0.25 0.33
H -3.11 -1.26 0.06
H -0.13 0.55 0.29
H 2.87 1.13 1.08
N -2.86 -0.77 6.37
C -2.43 -0.71 5.07
O -3.03 -1.28 4.15
C -1.23 0.15 4.82
C -0.82 1.21 5.65
C 0.23 2.03 5.22
C 0.87 1.75 4.01
N 0.49 0.70 3.22
C -0.58 -0.07 3.61
H -3.54 -1.49 6.57
H -2.24 -0.50 7.12
H -1.33 1.41 6.59
H 0.57 2.90 5.79
H 1.69 2.35 3.63
H -0.91 -0.83 2.90
*
```